1.
{
  "formula": "CH4FIP2",
  "method": "wB97M-V/def2-TZVPD",
  "elements": ["C", "F", "P", "P", "I", "H", "H", "H", "H"],
  "xyz": [[0.0562, 0.0588, -0.1292], [-1.1649, 2.0463, 1.2455], [-1.5711, 0.5557, 0.5919], [-3.2977, 1.1248, -0.3615], [-3.4146, -1.1589, -1.2170], [0.6387, -0.8579, 0.1530], [0.7496, 0.9627, 0.3326], [0.0244, 0.1536, -1.2121], [-1.3592, -0.2361, 1.6945]],
  "forces_ev_per_angstrom": [[1.9, 2.3, 0.6], [-0.3, -1.9, -0.5], [2.0, 2.0, 0.4], [0.1, 0.0, 0.1], [0.0, -0.6, -0.2], [-1.3, 0.5, 0.0], [-1.7, -2.1, -1.4], [0.2, 0.1, 0.0], [-0.9, -0.4, 1.0]],
  "e_lumo_ev": -0.18,
  "gap_ev": 7.7,
  "total_charge": 0,
  "e_tot_ha": -1120.75248,
  "mol_weight_g_mol": 223.9,
  "homo_ev": -7.863
}

2.
{
  "formula": "CH4FN",
  "method": "wB97M-V/def2-TZVPD",
  "elements": ["C", "N", "F", "H", "H", "H", "H"],
  "xyz": [[0.3634, 0.6588, 0.3229], [-0.7601, -0.7842, -0.8612], [-0.1103, 0.5610, 1.5569], [0.1385, 1.5167, -0.3141], [1.4889, 0.2806, 0.4507], [0.1624, -1.1920, -1.0570], [-1.2829, -1.0410, -0.0982]],
  "forces_ev_per_angstrom": [[1.3, -3.6, -1.7], [4.1, 4.7, -1.1], [-0.9, 0.7, 0.2], [-0.1, 0.0, 0.8], [-2.5, 0.9, -1.2], [-1.1, -0.9, 0.7], [-0.8, -1.7, 2.4]],
  "e_lumo_ev": 0.55,
  "gap_ev": 10.3,
  "total_charge": 0,
  "e_tot_ha": -194.98697,
  "mol_weight_g_mol": 49.0,
  "homo_ev": -9.722
}

3.
{
  "formula": "CH4FN2O",
  "method": "wB97M-V/def2-TZVPD",
  "elements": ["N", "C", "F", "N", "O", "H", "H", "H", "H"],
  "xyz": [[-0.8548, 1.0962, 0.0811], [-0.6681, -0.1759, 0.0379], [-1.7048, -0.9568, 0.0026], [0.5531, -0.9147, -0.1572], [1.6584, -0.1520, 0.1927], [-0.1019, 1.7731, 0.1286], [-1.8192, 1.4250, 0.0793], [0.5829, -1.8934, 0.1226], [2.3544, -0.2015, -0.4877]],
  "forces_ev_per_angstrom": [[-0.1, 0.1, 0.2], [2.9, -3.5, -1.2], [0.3, 0.5, 0.2], [-2.7, 3.1, 0.4], [0.0, 0.1, 0.4], [0.1, -0.2, 0.0], [0.2, 0.0, 0.1], [-0.2, 0.2, 0.2], [-0.6, -0.3, -0.2]],
  "e_lumo_ev": -4.40,
  "gap_ev": 11.7,
  "total_charge": 1,
  "e_tot_ha": -324.80105,
  "smiles": "[NH2+]=C(F)NO",
  "mol_weight_g_mol": 79.1,
  "homo_ev": -16.069
}

4.
{
  "formula": "CH4FNPPt",
  "method": "wB97M-V/def2-TZVPD",
  "elements": ["N", "P", "C", "F", "H", "H", "H", "H", "Pt"],
  "xyz": [[1.6371, 0.7228, -0.6769], [0.5847, -0.3141, -0.3058], [-1.0992, 0.3724, 0.0400], [-2.1033, -0.5724, -0.0902], [2.4296, 0.8912, -0.0713], [0.2221, -1.2862, -1.2483], [0.6529, -1.0596, 0.9554], [-1.3890, 1.2643, -0.5124], [-0.9351, -0.0185, 1.9095]],
  "forces_ev_per_angstrom": [[0.3, -0.1, 0.4], [-0.3, 0.8, -0.8], [-0.3, -1.0, -1.4], [-0.1, 0.1, -0.6], [0.1, 0.2, -0.3], [0.1, -0.4, 0.2], [-0.3, -0.2, 0.6], [-0.1, 0.5, 0.7], [0.6, 0.2, 1.3]],
  "e_lumo_ev": -7.81,
  "gap_ev": 6.3,
  "total_charge": 1,
  "e_tot_ha": -655.31190,
  "mol_weight_g_mol": 275.1,
  "homo_ev": -14.144
}